1.
Computed, not measured: an isolated molecule of C3H4ClFS, with ωB97M-V/def2-TZVPD.

CARTESIAN COORDINATES (ANGSTROEM)
F -1.504 1.654 -0.669
C -1.053 1.253 0.623
C -0.318 -0.047 0.595
Cl -1.299 -1.458 -0.072
C 0.905 -0.106 -0.359
S 2.492 0.052 -0.012
H -0.356 2.074 0.944
H -1.970 1.215 1.206
H 0.254 -0.389 1.493
H 0.626 -0.431 -1.357

Forces on the atoms, in the same order (eV/Å):
F 0.65 -0.68 0.75
C -0.16 1.45 -0.63
C 2.37 -1.76 -1.08
Cl 0.01 0.77 0.85
C 0.60 0.16 -0.40
S -1.50 0.06 0.14
H -0.65 -0.86 0.02
H 0.25 -0.07 0.36
H -1.58 0.61 0.15
H 0.02 0.31 -0.16

Output
- Calculated total energy: -1074.9053 hartree
- Largest force on an atom: 3.15 eV Å⁻¹
- Multiplicity: 1

These are the Mulliken partial charges, in e, on atoms 1 to 4: -0.289 -0.226 0.137 -0.184

2.
Computed, not measured: a cluster of 2 separate species, C19H19F9N2OS in total, with ωB97M-V/def2-TZVPD.

CARTESIAN COORDINATES (ANGSTROEM)
N 1.266 -0.037 4.091
C 1.293 -0.806 3.209
C 1.587 -1.530 1.949
C 0.355 -1.473 1.018
C -0.105 -0.042 0.686
C -1.319 0.019 -0.243
F -1.243 -1.005 -1.140
F -1.270 1.143 -0.986
C -2.690 -0.141 0.452
F -2.740 -1.233 1.222
F -3.605 -0.340 -0.530
C -3.148 1.088 1.320
F -3.257 0.660 2.596
F -2.276 2.099 1.334
C -4.570 1.619 0.961
F -4.845 2.596 1.842
F -5.492 0.690 1.144
F -4.622 2.166 -0.243
C 2.938 -1.113 1.303
C 2.994 -1.484 -0.131
N 3.001 -1.786 -1.255
C 3.345 0.360 1.479
C 4.793 0.647 1.060
C 5.054 1.931 0.634
C 6.319 2.331 0.269
C 7.334 1.400 0.353
C 7.085 0.118 0.755
C 5.817 -0.276 1.121
H 1.689 -2.587 2.229
H -0.467 -1.934 1.586
H 0.462 -2.100 0.131
H 0.715 0.466 0.162
H -0.322 0.556 1.580
H 3.715 -1.727 1.775
H 2.682 1.008 0.894
H 3.267 0.704 2.518
H 4.238 2.651 0.600
H 6.450 3.364 -0.033
H 8.339 1.722 0.092
H 7.906 -0.593 0.788
H 5.626 -1.292 1.451
C -6.874 -1.284 -3.695
S -5.767 -0.310 -4.727
O -5.305 -1.188 -5.831
C -4.434 -0.214 -3.524
H -7.773 -1.499 -4.269
H -6.388 -2.218 -3.412
H -7.140 -0.711 -2.805
H -4.108 -1.218 -3.251
H -4.780 0.324 -2.641
H -3.605 0.328 -3.975

Forces on the atoms, in the same order (eV/Å):
N -0.31 -1.94 -1.72
C 0.93 2.12 1.17
C -0.68 -0.76 -0.21
C -1.21 0.11 0.90
C 0.43 0.07 -0.30
C 1.22 -0.91 0.08
F -0.15 -0.13 0.03
F -0.55 0.35 0.22
C -0.47 0.63 -0.57
F 0.51 -0.18 0.05
F -0.08 0.25 -0.02
C -0.64 -0.58 0.59
F 0.06 -0.03 0.07
F 0.11 0.10 -0.51
C 0.29 1.06 0.94
F 0.12 0.06 -0.01
F 0.00 -0.37 -0.56
F -0.08 -0.41 -0.35
C 0.50 0.26 0.28
C -0.32 -0.43 -1.34
N 0.03 0.52 1.84
C 0.62 0.24 -0.19
C -1.25 -0.21 0.09
C -0.41 0.67 -0.12
C -0.41 0.16 0.23
C 0.99 1.13 -0.55
C 0.62 -0.89 0.18
C -0.32 -0.21 0.10
H -0.01 0.15 -0.09
H 0.25 -0.05 -0.11
H 0.38 0.33 0.05
H -0.34 0.05 -0.07
H 0.13 -0.25 -0.02
H -0.19 0.11 0.06
H 0.12 -0.14 0.08
H -0.28 -0.46 -0.06
H 0.08 -0.12 -0.04
H 0.34 -0.19 -0.06
H -0.07 -0.26 0.02
H -0.12 0.05 0.04
H 0.17 0.07 -0.07
C -0.03 -0.09 0.10
S -0.01 0.08 0.00
O 0.00 -0.04 0.07
C 0.06 -0.03 0.07
H 0.04 0.05 -0.05
H 0.05 0.02 -0.05
H 0.01 0.03 -0.02
H -0.04 -0.02 -0.05
H -0.03 0.03 -0.04
H -0.05 0.00 -0.06

Output
- Calculated total energy: -2217.1039 hartree
- Largest force on an atom: 2.61 eV Å⁻¹
- Multiplicity: 1

These are the Mulliken partial charges, in e, on atoms 1 to 4: -0.625 -0.085 0.502 -1.149

3.
Computed, not measured: a structure of composition C18H25N2O2P2Pt, with ωB97M-V/def2-TZVPD.

CARTESIAN COORDINATES (ANGSTROEM)
Pt -1.107 0.565 1.426
N -0.917 -0.840 3.402
C -1.533 -0.012 4.435
C -1.136 1.469 4.272
O -1.213 2.179 5.269
O -0.751 1.829 3.106
H -1.320 -1.761 3.308
H 0.081 -0.925 3.549
H -1.282 -0.314 5.454
H -2.617 -0.069 4.318
C 2.245 4.033 -0.735
P 1.082 2.808 0.029
C -0.507 3.629 -0.406
C 1.159 1.499 -1.278
C 0.902 1.790 -2.615
C 0.996 0.819 -3.597
C 1.373 -0.470 -3.246
C 1.629 -0.772 -1.918
C 1.509 0.192 -0.918
P 1.761 -0.222 0.873
C 3.616 -0.359 0.826
C 1.370 -2.026 0.882
H 2.005 4.277 -1.772
H 3.263 3.644 -0.691
H 2.210 4.950 -0.143
H -0.510 4.047 -1.416
H -0.688 4.430 0.313
H -1.308 2.895 -0.308
H 0.610 2.796 -2.897
H 0.775 1.065 -4.629
H 1.453 -1.243 -4.002
H 1.904 -1.787 -1.663
H 3.974 -0.976 -0.003
H 3.969 -0.782 1.768
H 4.037 0.643 0.728
H 2.022 -2.634 0.252
H 0.329 -2.162 0.580
H 1.476 -2.383 1.910
N -1.587 -0.109 -0.225
C -2.081 -1.279 -0.688
C -1.978 -1.595 -2.064
C -2.453 -2.792 -2.562
C -3.070 -3.723 -1.727
C -3.195 -3.426 -0.371
C -2.707 -2.239 0.143
H -1.498 -0.868 -2.709
H -2.348 -3.008 -3.620
H -3.448 -4.656 -2.124
H -3.680 -4.135 0.292
H -2.814 -1.994 1.193

Forces on the atoms, in the same order (eV/Å):
Pt -0.26 0.02 0.05
N 0.07 0.17 -0.08
C -0.04 -0.01 0.03
C 0.16 -0.01 -0.03
O -0.04 0.04 0.02
O -0.12 -0.11 0.08
H -0.05 -0.01 0.04
H 0.02 -0.02 -0.05
H -0.01 0.00 0.00
H -0.01 -0.01 0.01
C 0.00 0.00 0.01
P -0.01 0.02 -0.02
C 0.02 0.03 -0.01
C 0.07 0.07 0.04
C -0.01 0.03 -0.01
C 0.02 -0.04 0.00
C 0.02 0.05 0.01
C -0.05 0.00 0.01
C -0.01 -0.01 0.07
P 0.23 -0.09 -0.05
C 0.01 -0.02 -0.04
C -0.03 0.01 -0.02
H -0.01 0.01 -0.05
H 0.00 0.00 -0.01
H 0.00 0.00 0.00
H 0.00 -0.01 0.00
H 0.00 -0.01 -0.01
H 0.00 0.01 0.00
H 0.01 0.00 0.00
H 0.00 0.00 0.00
H -0.01 0.00 0.00
H -0.01 -0.03 0.02
H 0.01 0.00 0.01
H -0.01 0.00 0.00
H 0.02 -0.01 0.00
H 0.00 0.00 -0.03
H 0.02 -0.01 0.00
H 0.00 0.00 0.00
N -0.14 -0.11 -0.02
C 0.17 0.08 0.01
C 0.00 0.00 -0.07
C 0.01 0.00 0.00
C 0.02 0.04 0.02
C 0.00 0.00 -0.01
C -0.04 0.00 0.04
H -0.02 -0.02 0.01
H 0.00 0.00 0.00
H 0.00 -0.01 0.00
H 0.00 0.00 0.00
H 0.01 -0.01 0.02

Output
- Calculated total energy: -1762.9213 hartree
- Largest force on an atom: 0.27 eV Å⁻¹
- <S²>: 2.0326
- Multiplicity: 3
- Net charge: -1

These are the Mulliken partial charges, in e, on atoms 1 to 4: 0.989 -0.531 -0.434 0.631

4.
Computed, not measured: a structure of composition C5H8N6S, with ωB97M-V/def2-TZVPD.

CARTESIAN COORDINATES (ANGSTROEM)
C 0.937 0.289 -0.155
C -2.040 -1.480 -0.056
C -1.757 1.026 -0.612
C -1.546 2.115 0.402
C 2.029 -2.022 0.053
N 1.433 1.517 -0.099
N 2.699 1.400 0.135
N 3.066 0.173 0.232
N -0.803 -1.323 -0.049
N 1.917 -0.594 0.076
N -0.333 -0.148 -0.520
S -3.137 -0.068 -0.277
H -2.555 -2.396 0.408
H -1.706 1.284 -1.696
H -1.873 1.759 1.396
H -2.114 3.070 0.085
H -0.462 2.389 0.455
H 3.057 -2.105 -0.396
H 2.048 -2.469 1.122
H 1.139 -2.416 -0.504

Forces on the atoms, in the same order (eV/Å):
C -0.55 -1.47 0.14
C -2.27 -0.97 1.73
C 2.53 -1.19 -0.67
C -0.05 1.50 -0.18
C 0.53 -0.86 0.73
N -2.69 0.21 -0.65
N 2.24 -0.99 0.32
N -0.58 -0.25 0.20
N 1.18 -0.34 -0.15
N 0.80 2.23 0.34
N -2.88 2.59 -0.26
S 0.78 -0.48 -0.35
H 1.09 1.32 -1.11
H 0.05 0.04 1.09
H 0.06 0.37 -0.49
H 0.71 -1.52 0.64
H -1.00 -0.15 -0.14
H -1.23 -0.91 0.20
H -0.13 0.81 -1.76
H 1.41 0.06 0.37

Output
- Calculated total energy: -921.9205 hartree
- Largest force on an atom: 3.89 eV Å⁻¹
- Multiplicity: 1

These are the Mulliken partial charges, in e, on atoms 1 to 4: 0.428 -0.105 0.053 -0.968

5.
Computed, not measured: a structure of composition C4H3NO3, with ωB97M-V/def2-TZVPD.

CARTESIAN COORDINATES (ANGSTROEM)
C -2.227 -0.078 -0.192
C 0.085 0.516 -0.053
C 1.304 1.110 0.263
C 1.732 -0.964 -0.124
H -3.203 -0.435 -1.159
H 1.730 2.018 0.693
H 2.009 -2.036 -0.246
N 2.366 0.107 0.248
O -2.082 -0.456 0.971
O -1.121 0.830 -0.623
O 0.396 -0.849 -0.397

Forces on the atoms, in the same order (eV/Å):
C 1.11 -0.72 2.21
C 1.96 -1.46 -1.62
C 0.27 -1.54 0.50
C -0.59 -0.76 -0.23
H 3.40 1.55 3.14
H -1.28 0.18 -0.50
H 0.50 1.28 0.22
N -2.67 -0.54 -0.55
O -2.01 0.54 -4.34
O -1.63 -0.62 0.00
O 0.93 2.09 1.16

Output
- Calculated total energy: -434.5848 hartree
- Largest force on an atom: 4.88 eV Å⁻¹
- Multiplicity: 1

These are the Mulliken partial charges, in e, on atoms 1 to 4: 0.264 0.735 -0.612 0.142

6.
Computed, not measured: a structure of composition C6H11N, with ωB97M-V/def2-TZVPD.

CARTESIAN COORDINATES (ANGSTROEM)
C -2.416 0.010 -0.781
C 2.289 -0.027 0.942
C 0.186 -0.091 -0.567
C -1.090 0.050 -0.082
N 0.682 -0.847 -1.599
C 0.978 0.550 0.475
C -0.815 0.357 1.305
H 1.509 -0.520 -2.080
H 0.012 -1.314 -2.194
H 0.936 1.635 0.500
H -3.109 0.730 -0.334
H -2.313 0.241 -1.846
H -2.881 -0.979 -0.716
H -0.507 -0.439 1.973
H -1.370 1.155 1.807
H 2.279 -1.119 0.919
H 2.509 0.299 1.962
H 3.123 0.312 0.315

Forces on the atoms, in the same order (eV/Å):
C 0.14 -0.35 0.03
C 0.02 -0.04 0.21
C -1.23 0.23 0.73
C 0.40 -0.15 -1.05
N 0.37 -0.21 -0.65
C -1.31 0.02 0.99
C 1.88 0.37 -0.30
H -0.22 0.00 0.03
H 0.12 0.15 0.09
H 0.10 -0.02 -0.24
H 0.05 -0.04 -0.03
H 0.00 0.05 0.07
H -0.12 0.07 0.05
H -0.23 -0.10 0.04
H 0.14 0.03 0.06
H -0.02 0.06 0.02
H 0.01 -0.04 -0.08
H -0.11 -0.02 0.02

Output
- Calculated total energy: -289.8855 hartree
- Largest force on an atom: 1.94 eV Å⁻¹
- Multiplicity: 1

These are the Mulliken partial charges, in e, on atoms 1 to 4: -1.296 -1.321 0.112 0.554

7.
Computed, not measured: a structure of composition C16H26AgO14S2, with ωB97M-V/def2-TZVPD.

CARTESIAN COORDINATES (ANGSTROEM)
Ag -0.249 -0.601 -0.623
O -0.894 1.121 -2.297
C -0.422 2.230 -2.460
O 0.424 2.781 -1.616
C 1.075 3.923 -2.277
C -0.019 4.400 -3.237
C -0.695 3.110 -3.665
H 2.015 3.615 -2.740
H 1.379 4.570 -1.455
H 0.488 5.013 -3.986
H -0.655 5.088 -2.683
H -0.350 2.582 -4.550
H -1.763 3.312 -3.729
O 0.191 -3.079 -0.165
C -0.218 -4.204 -0.343
O 0.086 -4.908 -1.437
C -0.202 -6.308 -1.179
C -1.375 -6.282 -0.221
C -1.054 -5.048 0.617
H 0.642 -6.833 -0.720
H -0.300 -6.772 -2.159
H -1.549 -7.191 0.351
H -2.309 -6.132 -0.769
H -0.437 -5.330 1.478
H -1.975 -4.708 1.086
O -1.064 -0.867 1.724
C -0.461 -0.981 2.757
O -0.224 0.033 3.569
C 0.561 -0.308 4.703
C 1.094 -1.701 4.371
C 0.209 -2.254 3.289
H -0.058 -0.166 5.590
H 1.456 0.291 4.899
H 1.089 -2.233 5.328
H 2.120 -1.670 4.005
H -0.589 -2.883 3.688
H 0.788 -2.716 2.497
C -2.775 5.026 0.577
C -3.638 4.423 1.673
O -3.588 3.021 1.444
S -2.112 2.647 0.851
O -2.234 1.401 0.152
O -1.115 2.767 1.868
O -2.100 3.961 -0.111
H -1.978 5.666 0.973
H -3.245 5.648 -0.184
H -4.691 4.698 1.579
H -3.403 4.673 2.709
C 3.568 0.307 -2.611
C 2.742 -0.993 -2.559
O 2.548 -1.282 -1.194
S 2.978 -0.070 -0.205
O 4.118 -0.431 0.562
O 1.815 0.407 0.513
O 3.348 0.968 -1.377
H 3.372 0.851 -3.530
H 4.622 0.015 -2.632
H 3.245 -1.788 -3.104
H 1.772 -0.811 -3.033

Forces on the atoms, in the same order (eV/Å):
Ag -0.41 0.26 0.32
O 0.42 -0.10 0.17
C -0.71 -0.98 -0.53
O 0.93 0.03 -0.17
C -0.48 -0.24 0.92
C 1.95 0.98 0.00
C -0.45 0.62 0.98
H -0.26 -0.40 -0.25
H -0.37 0.33 -0.17
H -0.39 -0.25 -0.38
H -0.41 -0.30 -0.08
H 0.13 0.30 -0.16
H -0.08 -0.54 -0.23
O -0.27 0.05 -0.30
C -0.41 0.57 0.65
O 0.31 -0.26 0.62
C 0.14 -0.70 -0.43
C -0.60 -0.15 -0.51
C -0.05 -1.13 0.29
H 0.27 0.56 0.11
H -0.55 0.06 0.10
H 0.45 -0.04 0.04
H 0.10 0.20 -0.07
H 0.32 0.10 -0.18
H 0.23 1.04 -0.43
O -0.36 0.19 -0.34
C 0.97 -0.88 -0.14
O -0.18 1.43 -0.19
C 0.72 -0.41 0.18
C 0.26 -0.48 1.52
C -0.58 0.74 0.22
H -0.14 -0.60 -0.08
H -0.47 0.76 -0.74
H 0.15 -0.47 -0.42
H 0.01 0.26 0.17
H 0.11 -0.25 -0.29
H -0.37 -0.28 -0.13
C 1.55 1.41 -0.07
C -1.41 0.03 0.08
O 1.14 -0.88 -0.08
S -0.96 -0.33 0.75
O -0.01 1.53 -0.01
O -0.48 0.39 -0.65
O 0.10 -1.46 0.12
H -0.20 -0.12 0.30
H -0.55 -0.45 0.07
H 0.10 -0.03 -0.29
H 0.71 -0.06 -0.21
C 1.34 -1.91 -0.16
C -0.41 1.18 -1.11
O 0.22 0.18 1.20
S -0.47 0.14 0.12
O -0.29 0.08 -0.59
O 0.84 -0.51 -1.04
O -0.78 0.33 0.51
H -0.37 0.69 0.50
H 0.03 0.22 -0.07
H 0.03 -0.21 0.39
H -0.08 -0.21 0.19

Output
- Calculated total energy: -2621.7324 hartree
- Largest force on an atom: 2.34 eV Å⁻¹
- Multiplicity: 1
- Net charge: +1

These are the Mulliken partial charges, in e, on atoms 1 to 4: 1.476 -0.700 0.570 -0.308

8.
Computed, not measured: a structure of composition C20H26N2O4, with ωB97M-V/def2-TZVPD.

CARTESIAN COORDINATES (ANGSTROEM)
C -2.412 -4.279 0.975
C -1.118 -3.527 1.459
O -1.106 -2.065 1.055
C -0.834 -1.831 -0.209
C -0.349 -2.842 -1.291
C -0.081 -2.277 -2.341
C -0.288 -0.984 -2.543
C -0.727 0.032 -1.879
C -1.092 -0.412 -0.587
C -1.542 0.440 0.580
N -3.049 0.413 0.838
C -4.124 1.017 0.218
O -5.154 0.378 0.228
N -3.647 2.257 -0.143
C -2.420 2.698 -0.247
C -1.434 1.913 0.388
C 0.063 2.239 0.355
O 0.400 3.452 0.091
O 0.942 1.515 0.640
C 2.219 1.692 0.801
C 2.817 0.693 1.629
C 4.137 0.343 1.445
C 4.177 -0.476 0.063
C 2.979 -0.071 -0.731
C 2.795 1.541 -0.965
H 3.809 1.948 -0.877
H 2.084 1.549 -1.456
H 2.156 -0.491 -0.697
H 3.203 -0.375 -1.835
H 5.170 -0.556 -0.449
H 4.041 -1.530 0.210
H 4.686 -0.360 1.961
H 4.907 1.170 1.148
H 2.188 -0.300 1.785
H 2.871 1.119 2.698
H 2.462 2.899 0.981
C -2.318 4.162 -0.669
H -2.937 4.766 0.469
H -1.337 4.549 -0.466
H -2.878 4.424 -1.399
H -4.360 2.676 -0.309
H -3.340 -0.644 1.387
H -1.149 0.197 1.550
H -0.886 0.915 -1.970
H -0.043 -0.429 -3.763
H 0.533 -2.940 -3.135
H -0.152 -3.821 -0.880
H -1.205 -3.637 2.593
H -0.300 -3.911 1.086
H -2.569 -4.215 -0.147
H -3.365 -3.764 1.162
H -2.421 -5.263 1.194

Forces on the atoms, in the same order (eV/Å):
C -0.05 4.59 -3.38
C -6.12 2.38 2.38
O -0.48 -3.19 2.29
C -0.26 1.87 -4.06
C -3.48 -1.29 13.36
C 4.76 -1.09 -10.06
C 2.36 4.55 -10.69
C -0.76 -9.50 7.27
C 0.96 -3.46 2.57
C -4.09 1.70 -0.24
N 0.28 -6.78 3.24
C 4.51 -3.84 2.41
O -1.48 2.28 -1.00
N 3.74 -7.19 0.82
C 4.39 0.61 2.23
C 3.04 0.50 -2.57
C -6.53 12.44 -3.13
O -1.02 -1.75 0.11
O 0.72 -9.63 3.33
C 4.51 6.45 -5.41
C -3.60 -1.24 6.89
C 6.59 -0.30 -6.79
C -0.07 -0.31 0.50
C 9.01 5.55 -6.89
C 12.18 -4.68 14.95
H -0.85 0.57 -1.39
H -11.73 2.01 -9.15
H -8.10 -4.10 1.87
H 0.03 0.07 1.33
H -0.81 1.15 0.09
H -0.32 -0.88 0.92
H 0.46 -0.87 2.74
H -1.63 -0.72 1.21
H 0.82 2.08 -0.69
H -0.98 -0.39 -0.98
H -0.64 -3.35 0.23
C 1.59 -1.12 10.01
H 1.53 -1.66 -3.42
H 0.40 0.01 -0.90
H -3.38 1.76 -5.21
H -10.11 8.18 -3.37
H 0.78 4.30 -2.64
H 0.61 -0.50 0.04
H -1.36 10.63 -2.72
H -0.25 -2.50 3.20
H -1.74 1.82 1.35
H 0.08 -0.22 -0.84
H 0.78 0.90 -1.50
H 4.26 -2.22 -1.55
H 1.02 -0.30 0.79
H 0.43 -0.15 1.24
H -0.02 -3.20 1.20

Output
- Calculated total energy: -1187.5608 hartree
- Largest force on an atom: 19.85 eV Å⁻¹
- Multiplicity: 1

These are the Mulliken partial charges, in e, on atoms 1 to 4: -1.204 -0.519 -0.399 0.235